1.
The following is a DFT calculation (ωB97M-V/def2-TZVPD) of a molecular structure, C21H28Cl2GeINO3RuS.

Structure (ORCA input):
```
! RIJCOSX wB97M-V def2-TZVPD def2/J DEFGRID3
* xyz 0 5
I 7.800 -1.133 -1.452
Ru -0.675 1.076 -0.454
Ge -0.189 3.471 1.155
Cl -1.913 0.415 -2.499
Cl -4.497 -0.357 2.127
S -0.653 -2.451 0.748
O 0.811 -0.597 -2.330
O -0.227 -1.218 0.046
O 1.208 1.322 -1.307
N -2.356 0.699 0.281
C 0.414 -3.745 -0.045
C 3.057 -0.061 -1.788
C 0.216 -2.340 2.385
C 3.890 0.696 -0.975
C -0.019 -3.829 -1.496
C 0.133 1.527 1.385
C -3.242 -0.305 -1.674
C 4.923 -1.429 -2.439
C 1.144 4.501 2.240
C 5.235 0.392 -0.882
C -0.822 -2.086 3.462
C 1.580 0.219 -1.824
C -4.156 -1.104 -2.310
C -3.284 -0.022 -0.262
C 0.064 4.074 -0.738
C -5.347 -1.347 -0.225
C 5.736 -0.670 -1.615
C 3.577 -1.121 -2.520
C -4.398 -0.598 0.429
C -2.040 3.891 1.756
C -5.224 -1.620 -1.583
H 5.329 -2.257 -3.001
H 1.446 -3.407 0.040
H -1.452 -2.963 3.580
H 2.156 4.293 1.909
H 0.068 -2.839 -1.942
H -1.053 -4.157 -1.570
H 0.951 5.562 2.121
H -0.420 1.130 2.234
H -0.645 3.560 -1.401
H -0.091 5.145 -0.842
H -6.192 -1.729 0.327
H 2.913 -1.695 -3.152
H 1.189 1.261 1.452
H 1.069 3.832 -1.073
H 1.074 4.256 3.294
H -1.456 -1.246 3.188
H 0.280 -4.677 0.497
H -4.041 -1.314 -3.360
H -2.263 3.384 2.692
H -0.345 -1.872 4.416
H 3.469 1.515 -0.408
H -2.761 3.555 1.015
H 0.900 -1.498 2.283
H -2.165 4.960 1.904
H 0.604 -4.526 -2.052
H 5.882 0.979 -0.247
H 0.766 -3.259 2.571
H -5.958 -2.238 -2.071
*
```

Properties
ΔE to the lowest compared entry with this formula, charge and spin = 47.6 kJ/mol
E_HOMO (spin up / spin down) = -0.28026 / -0.30635 Ha
LUMO (spin up / spin down) = 0.0154 / -0.0416 Eh
Largest force on an atom = 2.187 eV Å⁻¹
Gap between HOMO and LUMO (spin up / spin down) = 8.046 / 7.204 eV
⟨S²⟩ = 6.055

These are the Löwdin partial charges, in e, on atoms 1 to 5:
1. I 0.81
2. Ru 1.20
3. Ge 0.76
4. Cl 0.82
5. Cl 0.70



2.
The following is a DFT calculation (ωB97M-V/def2-TZVPD) of a molecular structure, C21H28ClKN4O10S.

Structure (ORCA input):
```
! RIJCOSX wB97M-V def2-TZVPD def2/J DEFGRID3
* xyz -2 1
K -1.338 0.564 -2.306
Cl -0.820 -0.997 -4.674
S -5.723 -0.134 -0.081
O -0.855 3.264 0.650
O -1.212 1.218 -0.181
O -0.115 0.170 -4.281
O -1.326 -0.841 -5.993
O -1.903 -1.230 -3.778
O 6.476 -0.488 2.734
O 0.060 -2.118 -4.639
O -1.030 3.599 -2.324
O 3.892 -0.263 2.161
O -2.991 2.692 -1.738
N 5.391 1.425 1.820
N -4.650 2.162 0.488
N -4.088 0.309 1.866
N 1.601 1.017 -1.103
C 0.893 -2.735 0.319
C 3.636 2.618 -0.075
C 4.196 0.753 1.520
C -0.177 -2.555 1.182
C -4.042 3.211 1.272
C 0.690 -2.990 -1.029
C -2.796 0.703 2.409
C 2.839 3.057 -1.109
C -3.081 -3.045 -1.218
C -1.467 -2.656 0.681
C 6.194 0.873 2.879
C -4.686 0.856 0.777
C 1.830 2.229 -1.598
C -0.607 -3.099 -1.503
C -1.697 -2.926 -0.660
C 2.344 0.602 -0.107
C -1.203 2.464 -0.219
C 0.075 -2.269 2.635
C 3.403 1.337 0.459
C -1.800 3.011 -1.565
C 1.846 -3.170 -1.966
H -4.240 -0.694 1.868
H -2.891 1.605 3.013
H -4.405 3.147 2.299
H -2.060 0.869 1.617
H -0.748 -1.702 3.063
H -2.954 3.190 1.256
H 0.180 -3.200 3.198
H -2.309 -2.510 1.347
H -4.712 2.361 -0.505
H 5.645 1.037 3.822
H 0.991 -1.696 2.752
H -0.770 -3.294 -2.551
H -4.365 4.158 0.846
H -3.119 -2.526 -2.173
H 2.701 -2.582 -1.639
H -3.822 -2.612 -0.549
H 1.176 2.550 -2.394
H 5.884 1.778 1.014
H 4.402 3.258 0.346
H 2.140 -4.222 -1.997
H 7.148 1.407 2.924
H 2.983 4.040 -1.535
H 5.585 -0.878 2.590
H -3.336 -4.095 -1.385
H 1.901 -2.661 0.705
H 1.555 -2.862 -2.967
H 2.118 -0.380 0.284
H -2.439 -0.104 3.047
*
```

Properties
ΔE to the lowest compared entry with this formula, charge and spin = 296.6 kJ/mol
E_HOMO = -0.05899 Ha
LUMO = 0.1419 Eh
Largest force on an atom = 2.572 eV Å⁻¹
Gap between HOMO and LUMO = 5.466 eV

These are the Löwdin partial charges, in e, on atoms 1 to 5:
1. K 0.92
2. Cl 0.59
3. S 0.50
4. O -0.03
5. O -0.22



3.
The following is a DFT calculation (ωB97M-V/def2-TZVPD) of a molecular structure, C21H28F6N4O5P2S2V.

Structure (ORCA input):
```
! RIJCOSX wB97M-V def2-TZVPD def2/J DEFGRID3
* xyz 1 3
V -0.250 -0.364 0.232
S -1.700 -2.647 0.820
S -0.964 -1.058 2.941
P 0.035 -0.301 -2.129
P 2.021 0.396 0.298
F -3.251 -3.908 -0.837
F 1.019 -2.194 1.680
F -3.957 -4.025 1.201
F 1.550 -1.557 3.657
F -4.154 -2.181 0.088
F 0.438 -3.386 3.418
O -2.864 2.568 0.528
O -1.362 -0.776 4.260
O -0.416 0.048 2.187
O -1.341 -1.766 -0.287
O -0.835 -3.762 0.958
N -0.972 1.291 -0.039
N 1.717 1.160 -3.662
N -2.017 -1.868 2.124
N 3.580 1.522 -1.636
C 2.435 0.938 -1.404
C -3.390 -3.244 0.308
C 1.468 2.951 1.159
C 1.513 0.703 -2.456
C 3.834 1.989 -2.874
C 0.578 -2.158 2.976
C 5.250 3.184 -4.396
C 1.238 -2.759 -2.285
C 5.046 2.651 -3.152
C 3.094 2.412 -5.170
C 0.302 -1.881 -3.116
C 3.916 2.359 1.078
C 0.910 -1.613 -4.489
C 2.508 1.858 1.404
C -1.944 1.903 0.286
C 2.850 1.849 -3.903
C 3.334 -0.858 0.547
C 4.273 3.067 -5.404
C 2.449 1.407 2.864
C -1.061 -2.545 -3.304
C -1.238 0.641 -3.023
H 3.202 0.654 3.093
H 1.354 -3.730 -2.764
H 5.785 2.738 -2.369
H -2.207 0.160 -2.895
H 3.950 2.844 0.107
H 2.640 2.266 3.507
H 3.088 -1.767 -0.001
H -0.924 -3.566 -3.654
H 0.838 -2.920 -1.280
H 4.273 -0.456 0.170
H 3.430 -1.096 1.604
H 0.925 -2.549 -5.042
H -1.267 1.641 -2.589
H 1.927 -1.242 -4.425
H 6.167 3.712 -4.613
H 4.212 3.087 1.834
H 0.492 2.613 1.513
H -1.618 -2.583 -2.372
H 2.224 -2.294 -2.213
H -0.973 0.710 -4.078
H 4.463 3.504 -6.374
H 4.638 1.547 1.091
H -1.650 -2.012 -4.048
H 2.332 2.314 -5.924
H 1.461 1.021 3.113
H 1.389 3.194 0.097
H 0.321 -0.900 -5.057
H 1.741 3.858 1.698
*
```

Properties
ΔE to the lowest compared entry with this formula, charge and spin = 168.9 kJ/mol
E_HOMO (spin up / spin down) = -0.44465 / -0.44460 Ha
LUMO (spin up / spin down) = -0.1494 / -0.1423 Eh
Largest force on an atom = 3.721 eV Å⁻¹
Gap between HOMO and LUMO (spin up / spin down) = 8.034 / 8.227 eV
⟨S²⟩ = 2.016

These are the Löwdin partial charges, in e, on atoms 1 to 5:
1. V 0.57
2. S 0.65
3. S 0.64
4. P 1.01
5. P 1.04



4.
The following is a DFT calculation (ωB97M-V/def2-TZVPD) of a molecular structure, C21H28N4O4.

Structure (ORCA input):
```
! RIJCOSX wB97M-V def2-TZVPD def2/J DEFGRID3
* xyz 0 1
O 0.481 -2.663 -4.801
O 3.197 -2.027 -1.577
O -0.518 -0.238 -3.108
O -1.455 -1.775 -2.057
N -1.943 1.908 3.278
N 1.295 -2.755 -2.508
N -0.587 2.843 -1.252
N 3.005 -2.079 -3.798
C -3.109 0.394 2.210
C 1.804 2.198 5.312
C -1.120 1.394 2.102
C 4.112 -1.411 -4.015
C -1.850 0.522 1.539
C -1.150 2.831 4.261
C -1.154 0.425 -0.962
C 0.251 1.875 1.658
C -1.191 -2.629 -2.982
C 4.059 0.006 -4.442
C -1.751 -0.279 0.202
C -0.802 -0.397 -2.056
C 2.961 0.574 -4.521
C -3.033 1.030 3.360
C -4.072 1.295 4.450
C 2.653 -2.012 -2.589
C 0.520 0.081 6.641
C 0.375 1.283 5.392
C -0.659 1.681 -0.892
C 0.204 -2.544 -3.605
C -0.811 2.111 5.577
H -0.452 3.244 3.719
H 0.122 2.917 1.079
H 0.736 -2.540 -1.585
H 0.829 2.083 2.744
H 2.626 1.547 5.094
H -2.199 -1.112 0.257
H -3.828 1.048 5.233
H -1.886 -2.443 -3.965
H -0.270 -0.456 6.721
H 0.328 0.423 4.400
H 4.849 -2.107 -4.759
H -1.668 -3.733 -2.801
H -2.301 3.507 4.399
H 1.626 2.620 6.245
H -4.955 0.779 4.170
H -1.754 1.573 5.869
H 0.777 1.202 1.037
H 4.713 -1.350 -3.083
H 0.517 0.851 7.465
H 1.586 3.087 4.481
H 2.852 1.462 -4.843
H 2.094 0.289 -4.307
H -3.994 -0.525 2.000
H 1.356 -0.410 6.369
H 2.289 -2.193 -4.626
H 5.061 0.344 -4.732
H -4.135 2.459 4.761
H -0.622 3.069 6.158
*
```

Properties
ΔE to the lowest compared entry with this formula, charge and spin = 2015.9 kJ/mol
E_HOMO = -0.32347 Ha
LUMO = -0.0490 Eh
Largest force on an atom = 16.132 eV Å⁻¹
Gap between HOMO and LUMO = 7.468 eV

These are the Löwdin partial charges, in e, on atoms 1 to 5:
1. O 0.05
2. O 0.14
3. O 0.25
4. O -0.08
5. N 0.02



5.
The following is a DFT calculation (ωB97M-V/def2-TZVPD) of C21H28N4O7 in the gas phase.

Structure (ORCA input):
```
! RIJCOSX wB97M-V def2-TZVPD def2/J DEFGRID3
* xyz 0 1
O -7.330 -0.549 -2.474
O 4.597 2.162 2.376
O -4.300 -1.301 -1.263
O 8.721 4.667 1.521
O -3.284 -2.583 0.711
O 2.940 3.564 -0.366
O -6.690 -5.014 -1.258
N 1.238 1.400 0.363
N -6.425 -2.598 -2.677
N 2.389 1.758 0.950
N 5.101 4.020 1.151
C -7.746 -4.079 -1.289
C -1.339 -1.115 0.790
C 4.371 2.950 1.472
C -2.793 -3.328 1.799
C -6.348 -1.266 -2.493
C 7.849 2.603 0.829
C -4.947 -0.662 -2.343
C -1.210 0.657 -0.839
C 3.145 2.807 0.560
C 6.324 4.396 1.808
C -2.547 -1.526 0.265
C -0.659 -0.016 0.247
C -5.436 -4.377 -1.361
C 0.593 0.405 0.826
C -3.104 -0.824 -0.830
C 9.376 3.694 2.325
C -5.343 -3.557 -2.654
C 8.679 2.346 2.088
C -2.420 0.254 -1.372
C -7.717 -3.251 -2.579
C 7.566 4.103 0.937
H 2.745 1.239 1.764
H 8.027 2.095 2.924
H -0.902 -1.633 1.629
H 6.379 3.828 2.739
H 8.436 2.401 -0.067
H -4.690 -5.173 -1.355
H 4.780 4.548 0.347
H -8.492 -2.485 -2.567
H 10.426 3.671 2.017
H 9.331 4.000 3.376
H -1.827 -3.788 1.567
H -5.266 -3.707 -0.506
H -0.677 1.497 -1.252
H 9.395 1.538 1.955
H -2.830 0.789 -2.213
H 7.432 4.582 -0.040
H -3.530 -4.109 1.976
H -8.668 -4.658 -1.220
H -2.697 -2.711 2.698
H -5.469 -4.224 -3.515
H -4.378 -0.782 -3.277
H 0.965 -0.164 1.689
H -4.374 -3.071 -2.714
H -7.673 -3.400 -0.427
H -7.852 -3.905 -3.446
H 6.937 2.013 0.799
H -5.086 0.408 -2.145
H 6.307 5.464 2.039
*
```

Properties
ΔE to the lowest compared entry with this formula, charge and spin = 198.7 kJ/mol
E_HOMO = -0.29980 Ha
LUMO = 0.0003 Eh
Largest force on an atom = 1.396 eV Å⁻¹
Gap between HOMO and LUMO = 8.165 eV

These are the Löwdin partial charges, in e, on atoms 1 to 5:
1. O 0.07
2. O 0.06
3. O -0.04
4. O -0.10
5. O -0.08



6.
The following is a DFT calculation (ωB97M-V/def2-TZVPD) of a molecular structure, C21H28N4OS5Sb2Zn.

Structure (ORCA input):
```
! RIJCOSX wB97M-V def2-TZVPD def2/J DEFGRID3
* xyz -2 1
Sb -2.152 -1.725 -0.518
Sb 2.907 -1.790 -1.117
Zn 0.531 0.553 0.041
S 2.426 -3.779 -2.129
S -1.091 8.210 4.900
S 5.093 -1.164 -1.019
S 2.147 -2.019 1.243
S 1.509 -0.070 -1.969
O -1.847 6.466 6.769
N -2.668 1.168 -4.875
N -0.339 -1.453 2.041
N -2.487 3.146 -3.676
N -1.154 1.789 -1.646
C -1.358 3.110 -1.575
C -0.134 4.423 2.507
C -2.093 7.518 6.255
C 0.170 3.265 1.732
C -4.699 -3.036 -1.998
C -4.582 -1.091 1.252
C -1.178 5.282 2.136
C -3.256 8.389 6.654
C 0.602 4.745 3.656
C 0.323 5.884 4.389
C -2.018 3.769 -2.589
C -1.465 6.417 2.870
C -3.392 -2.292 -2.257
C 0.445 2.297 1.042
C -0.712 6.729 3.998
C -3.606 -2.238 0.998
C -2.252 1.845 -3.746
C -1.876 -4.847 -0.624
C 0.613 -1.089 1.256
C -1.056 -3.570 -0.496
C -1.571 1.166 -2.722
H -2.798 0.175 -4.793
H -0.318 -3.500 -1.300
H -2.272 7.074 2.568
H -5.296 -1.324 2.050
H -0.482 -3.564 0.429
H -2.733 -2.882 -2.901
H -4.034 8.264 5.899
H -2.608 -4.951 0.183
H -5.163 -0.847 0.358
H -5.209 -3.308 -2.930
H -3.635 8.088 7.628
H -3.012 -2.436 1.891
H -4.045 -0.186 1.544
H -0.077 -2.292 2.578
H -4.135 -3.153 0.725
H -3.606 -1.363 -2.796
H -3.339 1.660 -5.440
H -2.419 -4.891 -1.571
H -2.968 9.441 6.651
H 1.401 4.082 3.959
H -5.395 -2.429 -1.414
H -1.221 -5.723 -0.589
H 0.900 6.122 5.272
H -2.185 4.839 -2.534
H -4.533 -3.958 -1.439
H -1.349 0.107 -2.798
H -1.767 5.037 1.262
H -0.977 3.611 -0.694
*
```

Properties
ΔE to the lowest compared entry with this formula, charge and spin = 126.7 kJ/mol
E_HOMO = -0.07010 Ha
LUMO = 0.1158 Eh
Largest force on an atom = 0.391 eV Å⁻¹
Gap between HOMO and LUMO = 5.060 eV

These are the Löwdin partial charges, in e, on atoms 1 to 5:
1. Sb 1.41
2. Sb -0.14
3. Zn 0.24
4. S -0.31
5. S 0.96



7.
The following is a DFT calculation (ωB97M-V/def2-TZVPD) of a molecular structure, C21H28N6O7Ru.

Structure (ORCA input):
```
! RIJCOSX wB97M-V def2-TZVPD def2/J DEFGRID3
* xyz 1 2
Ru 1.773 -0.638 -0.069
O 1.476 -0.764 1.943
O 0.052 -1.663 -0.006
O -0.091 5.432 1.909
O 2.777 -0.621 -1.843
O 2.529 -2.502 -0.221
O -1.798 -0.813 0.887
O 1.570 1.363 0.216
N -3.767 0.791 0.045
N 3.107 -2.689 -1.396
N 0.246 0.200 -1.838
N 3.261 -1.765 -2.230
N -2.889 2.271 1.543
N -4.418 3.013 -0.032
C 3.178 -5.048 -0.858
C 3.619 -6.332 -1.142
C -3.508 -0.815 -1.772
C 3.571 -4.019 -1.697
C 4.390 -4.229 -2.798
C 0.501 6.143 0.826
C 0.976 1.975 1.194
C 0.372 -0.705 3.961
C -4.273 0.410 -1.273
C -2.078 -0.545 -2.250
C 0.487 1.343 2.382
C -0.950 -0.851 -0.007
C 0.800 -0.030 2.693
C -0.382 3.491 3.157
C 0.800 3.371 1.043
C 4.434 -6.569 -2.237
C -1.075 0.052 -1.248
C 4.817 -5.519 -3.062
C -0.184 2.153 3.333
C -3.703 2.019 0.515
C 0.134 4.110 1.995
H 0.028 -0.050 4.751
H 0.381 -0.301 -2.706
H -2.803 3.186 1.949
H -1.657 -1.487 -2.613
H -4.389 3.938 0.358
H -3.519 -1.580 -0.991
H 4.684 -3.404 -3.429
H -2.205 1.580 1.822
H 0.540 1.161 -1.942
H 1.207 3.817 0.148
H -0.438 -1.383 3.679
H 3.321 -7.149 -0.499
H -1.420 1.034 -0.922
H -5.183 2.797 -0.647
H 0.253 7.187 0.986
H 0.093 5.810 -0.130
H -4.137 1.241 -1.974
H 5.457 -5.701 -3.914
H -4.066 -1.234 -2.610
H -5.339 0.183 -1.212
H -0.552 1.702 4.243
H 4.778 -7.573 -2.450
H -3.135 0.105 0.503
H -2.111 0.135 -3.107
H -0.865 4.103 3.906
H 1.199 -1.313 4.321
H 2.543 -4.841 -0.011
H 1.585 6.019 0.828
*
```

Properties
ΔE to the lowest compared entry with this formula, charge and spin = 192.9 kJ/mol
E_HOMO (spin up / spin down) = -0.38846 / -0.38348 Ha
LUMO (spin up / spin down) = -0.1055 / -0.1009 Eh
Largest force on an atom = 0.628 eV Å⁻¹
Gap between HOMO and LUMO (spin up / spin down) = 7.700 / 7.689 eV
⟨S²⟩ = 0.755

These are the Löwdin partial charges, in e, on atoms 1 to 5:
1. Ru 1.48
2. O -0.08
3. O -0.12
4. O -0.06
5. O -0.25



8.
The following is a DFT calculation (ωB97M-V/def2-TZVPD) of 7 unconnected molecules or ions with the total composition C21H28N8O5.

Structure (ORCA input):
```
! RIJCOSX wB97M-V def2-TZVPD def2/J DEFGRID3
* xyz 0 1
O 1.245 2.234 -0.372
O -4.739 -0.397 1.135
O -3.284 -2.750 -2.477
O -2.731 -1.279 2.270
O -4.935 -0.919 -2.291
N -0.155 1.038 -2.253
N 3.716 0.926 -3.647
N -8.596 -2.165 4.743
N 0.957 -4.750 3.412
N 0.995 0.310 3.697
N 4.793 -1.309 2.195
N 0.686 1.415 -3.289
N 2.157 4.513 -3.946
C 0.114 4.247 -5.814
C 0.031 -4.871 2.566
C -2.454 -0.405 -1.517
C 2.535 -2.667 3.084
C 3.933 1.529 -4.733
C -6.172 -1.330 3.665
C 1.871 0.537 6.326
C -7.497 -1.786 4.254
C 1.392 0.413 4.889
C 0.056 1.412 -0.775
C -3.257 -0.607 1.236
C 3.407 1.265 0.764
C 3.769 -1.925 2.598
C -1.086 -5.017 1.544
C -0.938 0.920 0.451
C -2.248 -0.038 0.071
C 1.231 4.392 -4.793
C -3.672 -1.368 -2.119
C 2.414 1.329 -0.539
C 4.195 2.256 -6.042
C -1.360 0.177 -2.631
H -4.851 0.112 0.262
H -0.754 3.770 -5.351
H 3.006 1.542 -1.551
H -0.178 5.231 -6.189
H 0.240 1.324 -4.230
H 1.062 0.917 6.957
H 4.361 1.911 0.496
H 2.718 1.227 6.379
H -1.523 -0.089 -3.778
H 2.705 -3.746 3.035
H 1.943 0.243 -0.691
H -0.676 1.262 1.539
H 3.775 0.145 0.857
H -6.345 -0.809 2.719
H 4.723 3.194 -5.849
H 2.185 -0.441 6.701
H -1.954 -5.494 2.007
H 4.808 1.632 -6.699
H -0.746 -5.632 0.706
H 3.248 2.476 -6.542
H -5.670 -0.650 4.359
H 2.886 1.590 1.763
H 2.315 -2.388 4.118
H -5.527 -2.194 3.484
H 1.676 -2.413 2.456
H 1.124 2.350 -3.137
H -1.378 -4.032 1.169
H 0.454 3.632 -6.652
*
```

Properties
E_HOMO = -0.30532 Ha
LUMO = -0.0805 Eh
Largest force on an atom = 10.535 eV Å⁻¹
Gap between HOMO and LUMO = 6.117 eV

These are the Löwdin partial charges, in e, on atoms 1 to 5:
1. O -0.14
2. O 0.00
3. O -0.22
4. O -0.01
5. O -0.12